80
Properties=species:S:1:pos:R:3:forces:R:3:lowdin_charge:R:1 method="wB97M-V/def2-TZVPD" relative_energy_kcal_mol=94.9 e_homo_ev=-10.99 homo_lumo_gap_ha=0.26223 multiplicity=1 charge=+1
Zr -0.319060 0.279439 0.056607 0.1 -0.5 -0.7 1.787
C -0.846092 1.661438 4.409936 0.0 0.1 0.0 0.024
C -0.633956 1.601382 2.940718 0.1 0.1 0.0 -0.242
N -0.208289 0.588909 2.297471 0.0 -0.2 0.1 -0.085
N 0.207073 -0.551076 2.935180 0.0 0.0 0.2 0.112
C 1.004573 -1.178522 2.113075 0.2 0.2 0.3 -0.407
O 1.297815 -0.688092 0.930673 0.2 -0.3 0.5 -0.241
C 1.636194 -2.440586 2.529066 0.1 0.0 -0.2 -0.143
C 1.606654 -2.853025 3.858703 0.0 0.0 0.0 -0.015
C 2.221942 -4.038621 4.223170 0.0 0.0 0.0 -0.062
C 2.859667 -4.818334 3.265737 0.0 0.0 0.0 -0.066
C 2.881950 -4.413809 1.936788 0.0 0.0 0.0 -0.066
C 2.275546 -3.223008 1.569532 0.0 0.0 0.0 -0.018
C -0.780933 2.776848 2.052651 -0.1 0.2 0.3 -0.214
C -1.584727 4.014794 2.388189 -0.1 -0.1 0.0 -0.090
C -1.250668 4.901469 1.182236 0.0 0.0 0.1 -0.107
C -1.865647 4.504880 -0.123409 -0.1 -0.2 0.0 -0.108
C -0.469689 4.017527 0.235199 -0.1 0.0 0.0 -0.158
N -0.240288 2.743653 0.892063 0.0 -0.1 -0.2 0.088
H -0.683798 0.679362 4.842007 0.0 0.0 0.0 0.081
H -1.861688 1.994833 4.633096 0.0 0.0 0.0 0.088
H -0.156240 2.374346 4.867627 0.0 0.0 0.0 0.106
H 1.102518 -2.237429 4.591172 0.0 0.0 0.0 0.112
H 2.204693 -4.358704 5.256988 0.0 0.0 0.0 0.110
H 3.343415 -5.742713 3.556859 0.0 0.0 0.0 0.110
H 3.371287 -5.029004 1.191464 0.0 0.0 0.0 0.104
H 2.279224 -2.890168 0.538352 0.0 0.0 0.0 0.092
H -1.242410 4.472146 3.316887 -0.1 0.0 0.0 0.154
H -0.988067 5.934197 1.357994 0.0 0.0 0.0 0.149
H -1.837245 5.281329 -0.877216 0.1 0.0 0.0 0.152
H 0.350952 4.370490 -0.369476 0.0 0.0 0.0 0.145
C -4.090831 4.540236 1.959485 0.1 0.0 0.1 -0.026
C -4.163321 4.593697 0.637645 0.1 0.0 -0.1 -0.019
C -3.194161 3.740046 -0.141612 0.1 0.1 0.0 -0.182
C -3.059216 2.366939 0.479549 -0.1 -0.1 0.1 -0.200
C -3.213937 2.236656 1.788630 0.0 -0.1 0.1 0.016
C -3.122340 3.545391 2.554992 0.0 0.1 0.0 -0.183
N -2.351616 1.438034 -0.326979 0.2 0.2 -0.3 -0.060
N -2.614162 1.463737 -1.543060 -0.4 0.2 -0.3 0.124
C -1.577800 1.117798 -2.429260 0.2 0.1 -0.1 -0.317
C -1.964069 0.976289 -3.766478 -0.1 0.0 0.0 -0.021
C -1.000988 1.003911 -4.749044 0.1 0.0 0.0 -0.070
C 0.324645 1.242969 -4.384978 -0.1 0.0 -0.1 -0.063
C 0.693533 1.339288 -3.052431 0.1 -0.1 0.1 -0.130
C -0.227309 1.232216 -2.010803 -0.5 0.1 -0.2 -0.201
H -4.690925 5.163961 2.610883 0.0 0.0 0.0 0.117
H -4.822187 5.270662 0.106247 0.0 0.0 0.1 0.123
H -3.508807 3.600991 -1.173677 0.0 0.0 0.0 0.140
H -3.186317 1.276997 2.293089 0.1 0.0 0.0 0.131
H -3.326771 3.401762 3.613205 0.0 0.0 0.0 0.129
H -3.017375 0.875352 -4.001273 0.0 0.1 0.0 0.119
H -1.274167 0.900794 -5.790640 0.0 0.0 0.0 0.110
H 1.078411 1.352735 -5.156359 0.0 0.0 0.0 0.109
H 1.743167 1.482861 -2.830378 0.1 0.0 0.0 0.088
C 4.354211 -2.064233 -2.615326 0.0 0.0 0.0 -0.150
C 4.066682 -1.220612 -1.395328 0.0 0.1 0.0 -0.164
N 2.666038 -0.830536 -1.454480 0.0 0.1 0.0 0.074
C 1.660233 -1.695742 -1.766781 0.0 -0.2 0.0 -0.378
N 0.411391 -1.364032 -1.512357 0.0 0.1 0.3 -0.045
C -0.616632 -2.223571 -2.115628 0.1 0.2 -0.1 -0.213
C -0.246507 -3.683554 -1.989705 0.0 0.0 0.1 -0.148
C 1.055576 -3.891767 -2.719208 0.1 0.0 0.0 -0.145
N 2.026739 -2.855853 -2.366750 0.0 0.0 -0.1 -0.021
C 3.420154 -3.251897 -2.582870 -0.1 0.0 -0.1 -0.145
H 5.388185 -2.405972 -2.621599 0.0 0.0 0.0 0.124
H 4.180478 -1.470352 -3.514867 0.0 0.0 0.0 0.125
H 4.667328 -0.313137 -1.392479 0.0 0.0 0.0 0.127
H 4.290998 -1.777470 -0.479325 0.0 0.0 0.0 0.121
H 2.400244 -0.087107 -0.835152 0.0 -0.1 0.0 0.102
H -0.745711 -1.959810 -3.171485 0.0 0.0 0.0 0.125
H -1.554082 -2.034625 -1.615628 -0.2 0.1 0.0 0.076
H -1.017251 -4.318796 -2.426038 0.0 0.0 0.0 0.125
H -0.146833 -3.942933 -0.932525 0.0 0.0 0.0 0.123
H 0.893924 -3.873675 -3.800266 0.0 0.0 0.0 0.132
H 1.494720 -4.858643 -2.469313 0.0 0.0 0.0 0.127
H 3.462654 -3.804881 -3.521691 0.0 0.0 0.0 0.129
H 3.722259 -3.940282 -1.785830 0.0 0.0 0.0 0.127
O -4.133389 -1.580718 0.701181 0.0 0.0 0.0 0.145
C -2.995661 -1.340135 0.600104 0.4 0.0 0.0 -0.457
N -1.813940 -1.106905 0.497216 -0.3 0.0 0.0 -0.045